Record 1
C5H8O as an isolated structure. Source: the OMol25 dataset; level of theory: wB97M-V/def2-TZVPD.

Values from the calculation:
Relative energy (zero: lowest compared OMol25 entry of this formula, charge and spin) = 58.27 kcal per mole
Kohn-Sham gap = 10.6 eV
LUMO = 1.13 eV

CARTESIAN COORDINATES (ANGSTROEM)
C (0.867, -1.070, 0.310)
C (-1.686, -0.038, -0.702)
C (-1.194, 0.762, 0.240)
O (0.358, -0.280, 1.422)
C (0.270, 0.875, 0.538)
C (1.259, 0.212, -0.426)
H (0.143, -1.673, -0.267)
H (1.621, -1.740, 0.704)
H (-1.100, -0.321, -1.570)
H (-2.683, -0.457, -0.629)
H (-1.815, 1.115, 1.061)
H (0.585, 1.820, 1.002)
H (1.087, 0.311, -1.499)
H (2.288, 0.483, -0.185)

Atomic forces in eV per Å
0.3 -0.2 0.2
-0.2 0.4 -0.1
-0.3 0.0 -0.4
0.5 -0.5 0.0
-0.1 0.2 -0.1
0.1 0.0 -0.1
-0.1 0.3 0.7
0.4 0.0 -0.2
0.0 -0.2 0.2
-0.1 0.4 -0.2
0.0 -0.2 -0.1
-0.2 -0.3 0.0
0.0 -0.1 0.1
-0.1 0.2 -0.1



Record 2
One molecule with the formula C18H27N3OS at a distorted geometry. Source: the OMol25 dataset; level of theory: wB97M-V/def2-TZVPD.

Values from the calculation:
Relative energy (zero: lowest compared OMol25 entry of this formula, charge and spin) = 28.47 kcal per mole
Kohn-Sham gap = 8.9 eV
LUMO = 0.61 eV
SMILES string = COCCCn1c(C)nnc1SCc1ccc(C(C)(C)C)cc1

CARTESIAN COORDINATES (ANGSTROEM)
C (-6.705, -0.836, 0.040)
O (-5.387, -1.093, -0.378)
C (-4.788, -0.053, -1.119)
C (-4.339, 1.137, -0.263)
C (-3.363, 0.711, 0.839)
N (-2.134, 0.205, 0.294)
C (-1.709, -1.087, 0.156)
C (-2.453, -2.271, 0.640)
N (-0.549, -1.108, -0.443)
N (-0.190, 0.151, -0.729)
C (-1.129, 0.936, -0.285)
S (-1.183, 2.676, -0.382)
C (0.343, 3.157, 0.561)
C (1.449, 2.184, 0.375)
C (2.214, 2.183, -0.781)
C (3.192, 1.227, -0.980)
C (3.437, 0.239, -0.035)
C (4.463, -0.863, -0.235)
C (5.192, -0.754, -1.576)
C (3.734, -2.214, -0.193)
C (5.510, -0.795, 0.886)
C (2.679, 0.262, 1.133)
C (1.700, 1.212, 1.336)
H (-7.342, -0.565, -0.810)
H (-6.752, -0.035, 0.787)
H (-7.070, -1.759, 0.485)
H (-3.919, -0.508, -1.602)
H (-5.474, 0.299, -1.901)
H (-3.857, 1.871, -0.911)
H (-5.203, 1.612, 0.205)
H (-3.130, 1.577, 1.466)
H (-3.813, -0.073, 1.451)
H (-3.478, -2.259, 0.273)
H (-1.946, -3.163, 0.285)
H (-2.472, -2.287, 1.730)
H (0.582, 4.144, 0.166)
H (0.041, 3.239, 1.606)
H (2.027, 2.926, -1.543)
H (3.752, 1.259, -1.900)
H (5.737, 0.184, -1.652)
H (4.492, -0.831, -2.405)
H (5.910, -1.567, -1.666)
H (4.426, -3.023, -0.421)
H (2.927, -2.224, -0.922)
H (3.303, -2.400, 0.786)
H (5.053, -0.914, 1.864)
H (6.023, 0.165, 0.864)
H (6.248, -1.584, 0.757)
H (2.836, -0.484, 1.897)
H (1.115, 1.194, 2.246)

Atomic forces in eV per Å
0.0 0.0 0.0
0.1 -0.1 0.0
0.1 0.3 -0.1
0.0 -0.5 0.1
-0.5 0.3 0.1
0.8 -0.4 -0.2
-0.2 0.2 0.1
-0.1 0.0 0.0
-0.1 -1.1 0.1
0.1 0.7 -0.5
-0.2 0.4 0.1
0.2 0.2 -0.2
-0.5 -0.1 0.1
0.4 0.1 0.1
-0.1 0.1 0.2
0.0 0.0 0.0
0.0 0.0 0.0
0.2 -0.1 0.0
-0.1 0.0 0.2
0.1 0.1 0.0
-0.1 0.0 -0.1
0.0 0.0 0.0
0.0 0.2 0.0
0.0 0.0 0.0
0.0 0.0 0.0
-0.1 0.1 0.0
-0.1 0.1 0.0
0.1 -0.1 0.0
-0.1 0.1 0.0
0.0 0.1 0.0
0.0 -0.2 0.0
0.1 0.1 0.0
-0.1 -0.1 0.0
0.0 0.0 0.0
-0.1 -0.1 0.1
0.0 0.0 0.0
0.2 0.1 0.0
0.0 0.1 -0.1
0.1 0.0 -0.1
0.1 0.1 -0.1
0.0 0.0 -0.2
0.1 -0.1 0.0
0.1 -0.1 0.0
-0.1 -0.1 -0.1
-0.1 0.0 0.1
0.0 0.0 0.1
0.1 0.1 0.0
0.1 -0.1 0.0
0.0 -0.1 0.1
-0.1 0.0 0.1



Record 3
C14H19BrI2N3O4PtS2Si as an isolated structure at a distorted geometry. Source: the OMol25 dataset; level of theory: wB97M-V/def2-TZVPD.

Values from the calculation:
Total charge = +1
Relative energy (zero: lowest compared OMol25 entry of this formula, charge and spin) = 6.50 kcal per mole
Kohn-Sham gap = 6.2 eV
LUMO = -5.13 eV

CARTESIAN COORDINATES (ANGSTROEM)
Pt (0.230, 0.476, 0.143)
O (-3.351, -3.858, 2.811)
C (-2.617, -2.892, 2.267)
C (-2.863, -1.529, 2.431)
C (-2.038, -0.633, 1.804)
N (-0.989, -0.988, 1.039)
C (-0.748, -2.302, 0.905)
Br (0.709, -2.907, -0.115)
C (-1.528, -3.275, 1.486)
H (-4.084, -3.499, 3.329)
H (-3.683, -1.161, 3.032)
H (-2.210, 0.426, 1.904)
H (-1.294, -4.319, 1.343)
C (3.062, 3.121, 0.234)
C (2.560, 2.450, -1.002)
C (3.136, 2.754, -2.221)
C (2.772, 2.082, -3.386)
C (1.835, 1.076, -3.355)
C (1.264, 0.795, -2.116)
N (1.628, 1.465, -0.971)
N (0.295, -0.096, -1.781)
Si (-0.789, -0.947, -2.910)
C (-2.230, -1.633, -1.938)
C (-1.393, 0.317, -4.153)
C (0.174, -2.297, -3.765)
H (3.962, 3.677, -0.019)
H (3.324, 2.400, 1.009)
H (2.333, 3.799, 0.661)
H (3.897, 3.519, -2.251)
H (3.249, 2.348, -4.320)
H (1.541, 0.526, -4.234)
H (-2.482, -1.040, -1.057)
H (-2.067, -2.666, -1.627)
H (-3.109, -1.619, -2.586)
H (-1.544, 1.296, -3.695)
H (-2.353, -0.005, -4.561)
H (-0.716, 0.444, -4.998)
H (0.478, -3.093, -3.087)
H (1.069, -1.908, -4.255)
H (-0.450, -2.744, -4.543)
O (-0.169, 1.443, 1.961)
S (-0.727, 2.796, 1.471)
O (0.296, 3.672, 1.006)
O (-1.744, 3.286, 2.333)
S (-1.555, 1.843, -0.253)
I (2.645, -0.314, 1.770)
I (1.437, -1.580, 3.749)

Atomic forces in eV per Å
-0.2 -0.5 0.9
0.0 0.0 0.0
0.1 0.1 -0.1
0.0 -0.1 0.0
-0.1 0.2 0.1
0.1 0.2 -0.2
-0.1 -0.3 0.0
0.0 0.0 0.1
0.0 0.1 0.0
0.0 0.0 0.0
0.0 0.0 0.0
0.0 0.0 0.0
0.0 0.0 0.0
0.1 0.0 0.1
0.3 -0.1 0.0
0.0 0.0 0.1
-0.1 -0.1 0.0
0.1 0.1 0.0
-0.3 0.0 0.4
-0.6 0.2 -0.9
0.7 -0.1 0.0
0.0 0.1 0.0
0.0 0.0 0.0
0.0 -0.1 0.0
-0.1 0.0 0.0
0.0 0.0 0.0
-0.1 0.0 0.0
0.0 0.0 0.0
0.0 0.0 0.0
0.0 0.0 0.0
0.0 0.0 0.0
0.0 0.0 -0.1
0.0 0.0 0.0
0.0 -0.1 0.0
0.0 0.0 0.0
0.0 0.0 0.0
0.0 0.0 0.0
0.0 0.0 0.0
0.0 0.0 0.0
0.0 0.0 0.0
0.7 0.7 0.1
-0.3 -0.7 -0.1
0.0 0.2 0.1
-0.1 -0.1 0.0
0.1 0.3 -0.3
-0.1 -0.1 -0.2
0.0 0.0 0.0



Record 4
An isolated ion of composition C4H3O2 and charge +1 at a distorted geometry. Source: the OMol25 dataset; level of theory: wB97M-V/def2-TZVPD.

Values from the calculation:
Total charge = +1
2S+1 = 3
Relative energy (zero: lowest compared OMol25 entry of this formula, charge and spin) = 144.14 kcal per mole
Kohn-Sham gap (alpha / beta) = 8.1 / 7.0 eV
LUMO (alpha / beta) = -5.43 / -8.41 eV

CARTESIAN COORDINATES (ANGSTROEM)
C (-1.145, 0.122, -0.175)
C (1.382, -0.888, 0.041)
C (0.220, -0.071, -0.151)
C (2.568, -0.047, -0.186)
O (-1.716, 1.259, 0.051)
O (1.553, 0.653, 0.252)
H (-1.690, -0.744, -0.555)
H (1.493, -1.577, 0.882)
H (-2.666, 1.292, -0.159)

Atomic forces in eV per Å
2.4 -0.2 -0.7
-0.4 -2.6 1.0
0.4 -1.5 -1.1
0.1 -2.0 -2.5
-0.2 0.6 0.2
-2.1 6.2 3.0
0.0 0.0 0.3
-0.4 -0.3 -0.3
0.2 -0.2 0.1



Record 5
A 2-piece molecular cluster, C19H10Cl5NO3 overall at a distorted geometry. Source: the OMol25 dataset; level of theory: wB97M-V/def2-TZVPD.

Values from the calculation:
Relative energy (zero: lowest compared OMol25 entry of this formula, charge and spin) = 1.76 kcal per mole
Kohn-Sham gap = 4.8 eV
LUMO = -2.49 eV

CARTESIAN COORDINATES (ANGSTROEM)
Cl (2.593, -2.572, -3.383)
C (1.272, -2.688, -2.307)
C (1.353, -2.110, -1.051)
Cl (2.732, -1.226, -0.564)
C (0.315, -2.254, -0.058)
O (0.443, -1.852, 1.106)
C (-0.944, -3.025, -0.465)
O (-1.857, -3.186, 0.352)
C (-0.958, -3.585, -1.804)
Cl (-2.361, -4.451, -2.232)
C (0.083, -3.399, -2.705)
Cl (-0.012, -4.056, -4.282)
Cl (-4.951, -0.673, 0.865)
C (-3.484, -0.509, 1.733)
C (-3.372, -0.965, 3.048)
C (-2.136, -0.826, 3.687)
C (-1.090, -0.218, 3.043)
N (-1.204, 0.244, 1.748)
C (-0.093, 0.811, 1.160)
C (-0.022, 1.243, -0.185)
C (1.085, 2.216, -0.551)
C (0.890, 3.066, -1.650)
C (1.883, 3.966, -2.045)
C (3.102, 4.020, -1.353)
C (3.315, 3.155, -0.277)
C (2.319, 2.253, 0.115)
O (-0.780, 0.821, -1.095)
C (-2.416, 0.099, 1.097)
H (-4.226, -1.425, 3.521)
H (-1.973, -1.193, 4.698)
H (-0.100, -0.109, 3.481)
H (0.789, 0.876, 1.797)
H (-0.058, 3.031, -2.187)
H (1.699, 4.631, -2.886)
H (3.878, 4.725, -1.654)
H (4.255, 3.176, 0.274)
H (2.489, 1.573, 0.947)
H (-2.457, 0.415, 0.063)

Atomic forces in eV per Å
-0.2 0.0 0.0
0.7 1.2 1.9
0.9 -0.4 -1.9
0.0 0.0 -0.1
-0.3 0.5 2.5
-0.2 -0.9 -2.4
-1.4 0.0 2.1
1.7 0.3 -1.6
0.9 0.0 -1.9
-0.1 -0.1 -0.1
-2.0 -0.8 1.2
0.0 0.1 0.2
-0.2 0.0 -0.1
0.8 0.2 0.8
0.1 0.1 -0.4
-0.2 0.2 -0.2
0.1 0.0 -0.4
-0.7 -0.5 0.1
0.5 0.8 0.0
0.0 -0.7 -0.4
0.3 -0.1 -0.3
0.1 0.1 0.1
0.1 -0.2 0.4
-0.3 -0.2 0.0
-0.2 -0.1 0.0
-0.2 0.3 -0.2
0.1 0.5 0.5
0.6 -0.2 0.3
0.0 -0.1 0.1
-0.1 0.1 -0.3
-0.4 0.0 -0.1
-0.6 0.2 -0.1
0.3 -0.1 0.2
0.1 -0.1 0.1
-0.2 -0.2 0.1
-0.2 0.0 -0.2
0.1 0.2 -0.2
0.2 0.1 0.1



Question: relative energy (zero: lowest compared OMol25 entry of this formula, charge and spin) of number 5 (C19H10Cl5NO3)?
Answer: 1.76 kcal per mole



Copy entry 2 word for word.
One molecule with the formula C18H27N3OS at a distorted geometry. Source: the OMol25 dataset; level of theory: wB97M-V/def2-TZVPD.

Values from the calculation:
Relative energy (zero: lowest compared OMol25 entry of this formula, charge and spin) = 28.47 kcal per mole
Kohn-Sham gap = 8.9 eV
LUMO = 0.61 eV
SMILES string = COCCCn1c(C)nnc1SCc1ccc(C(C)(C)C)cc1

CARTESIAN COORDINATES (ANGSTROEM)
C (-6.705, -0.836, 0.040)
O (-5.387, -1.093, -0.378)
C (-4.788, -0.053, -1.119)
C (-4.339, 1.137, -0.263)
C (-3.363, 0.711, 0.839)
N (-2.134, 0.205, 0.294)
C (-1.709, -1.087, 0.156)
C (-2.453, -2.271, 0.640)
N (-0.549, -1.108, -0.443)
N (-0.190, 0.151, -0.729)
C (-1.129, 0.936, -0.285)
S (-1.183, 2.676, -0.382)
C (0.343, 3.157, 0.561)
C (1.449, 2.184, 0.375)
C (2.214, 2.183, -0.781)
C (3.192, 1.227, -0.980)
C (3.437, 0.239, -0.035)
C (4.463, -0.863, -0.235)
C (5.192, -0.754, -1.576)
C (3.734, -2.214, -0.193)
C (5.510, -0.795, 0.886)
C (2.679, 0.262, 1.133)
C (1.700, 1.212, 1.336)
H (-7.342, -0.565, -0.810)
H (-6.752, -0.035, 0.787)
H (-7.070, -1.759, 0.485)
H (-3.919, -0.508, -1.602)
H (-5.474, 0.299, -1.901)
H (-3.857, 1.871, -0.911)
H (-5.203, 1.612, 0.205)
H (-3.130, 1.577, 1.466)
H (-3.813, -0.073, 1.451)
H (-3.478, -2.259, 0.273)
H (-1.946, -3.163, 0.285)
H (-2.472, -2.287, 1.730)
H (0.582, 4.144, 0.166)
H (0.041, 3.239, 1.606)
H (2.027, 2.926, -1.543)
H (3.752, 1.259, -1.900)
H (5.737, 0.184, -1.652)
H (4.492, -0.831, -2.405)
H (5.910, -1.567, -1.666)
H (4.426, -3.023, -0.421)
H (2.927, -2.224, -0.922)
H (3.303, -2.400, 0.786)
H (5.053, -0.914, 1.864)
H (6.023, 0.165, 0.864)
H (6.248, -1.584, 0.757)
H (2.836, -0.484, 1.897)
H (1.115, 1.194, 2.246)

Atomic forces in eV per Å
0.0 0.0 0.0
0.1 -0.1 0.0
0.1 0.3 -0.1
0.0 -0.5 0.1
-0.5 0.3 0.1
0.8 -0.4 -0.2
-0.2 0.2 0.1
-0.1 0.0 0.0
-0.1 -1.1 0.1
0.1 0.7 -0.5
-0.2 0.4 0.1
0.2 0.2 -0.2
-0.5 -0.1 0.1
0.4 0.1 0.1
-0.1 0.1 0.2
0.0 0.0 0.0
0.0 0.0 0.0
0.2 -0.1 0.0
-0.1 0.0 0.2
0.1 0.1 0.0
-0.1 0.0 -0.1
0.0 0.0 0.0
0.0 0.2 0.0
0.0 0.0 0.0
0.0 0.0 0.0
-0.1 0.1 0.0
-0.1 0.1 0.0
0.1 -0.1 0.0
-0.1 0.1 0.0
0.0 0.1 0.0
0.0 -0.2 0.0
0.1 0.1 0.0
-0.1 -0.1 0.0
0.0 0.0 0.0
-0.1 -0.1 0.1
0.0 0.0 0.0
0.2 0.1 0.0
0.0 0.1 -0.1
0.1 0.0 -0.1
0.1 0.1 -0.1
0.0 0.0 -0.2
0.1 -0.1 0.0
0.1 -0.1 0.0
-0.1 -0.1 -0.1
-0.1 0.0 0.1
0.0 0.0 0.1
0.1 0.1 0.0
0.1 -0.1 0.0
0.0 -0.1 0.1
-0.1 0.0 0.1



What did the fifth record say?
A 2-piece molecular cluster, C19H10Cl5NO3 overall at a distorted geometry. Source: the OMol25 dataset; level of theory: wB97M-V/def2-TZVPD.

Values from the calculation:
Relative energy (zero: lowest compared OMol25 entry of this formula, charge and spin) = 1.76 kcal per mole
Kohn-Sham gap = 4.8 eV
LUMO = -2.49 eV

CARTESIAN COORDINATES (ANGSTROEM)
Cl (2.593, -2.572, -3.383)
C (1.272, -2.688, -2.307)
C (1.353, -2.110, -1.051)
Cl (2.732, -1.226, -0.564)
C (0.315, -2.254, -0.058)
O (0.443, -1.852, 1.106)
C (-0.944, -3.025, -0.465)
O (-1.857, -3.186, 0.352)
C (-0.958, -3.585, -1.804)
Cl (-2.361, -4.451, -2.232)
C (0.083, -3.399, -2.705)
Cl (-0.012, -4.056, -4.282)
Cl (-4.951, -0.673, 0.865)
C (-3.484, -0.509, 1.733)
C (-3.372, -0.965, 3.048)
C (-2.136, -0.826, 3.687)
C (-1.090, -0.218, 3.043)
N (-1.204, 0.244, 1.748)
C (-0.093, 0.811, 1.160)
C (-0.022, 1.243, -0.185)
C (1.085, 2.216, -0.551)
C (0.890, 3.066, -1.650)
C (1.883, 3.966, -2.045)
C (3.102, 4.020, -1.353)
C (3.315, 3.155, -0.277)
C (2.319, 2.253, 0.115)
O (-0.780, 0.821, -1.095)
C (-2.416, 0.099, 1.097)
H (-4.226, -1.425, 3.521)
H (-1.973, -1.193, 4.698)
H (-0.100, -0.109, 3.481)
H (0.789, 0.876, 1.797)
H (-0.058, 3.031, -2.187)
H (1.699, 4.631, -2.886)
H (3.878, 4.725, -1.654)
H (4.255, 3.176, 0.274)
H (2.489, 1.573, 0.947)
H (-2.457, 0.415, 0.063)

Atomic forces in eV per Å
-0.2 0.0 0.0
0.7 1.2 1.9
0.9 -0.4 -1.9
0.0 0.0 -0.1
-0.3 0.5 2.5
-0.2 -0.9 -2.4
-1.4 0.0 2.1
1.7 0.3 -1.6
0.9 0.0 -1.9
-0.1 -0.1 -0.1
-2.0 -0.8 1.2
0.0 0.1 0.2
-0.2 0.0 -0.1
0.8 0.2 0.8
0.1 0.1 -0.4
-0.2 0.2 -0.2
0.1 0.0 -0.4
-0.7 -0.5 0.1
0.5 0.8 0.0
0.0 -0.7 -0.4
0.3 -0.1 -0.3
0.1 0.1 0.1
0.1 -0.2 0.4
-0.3 -0.2 0.0
-0.2 -0.1 0.0
-0.2 0.3 -0.2
0.1 0.5 0.5
0.6 -0.2 0.3
0.0 -0.1 0.1
-0.1 0.1 -0.3
-0.4 0.0 -0.1
-0.6 0.2 -0.1
0.3 -0.1 0.2
0.1 -0.1 0.1
-0.2 -0.2 0.1
-0.2 0.0 -0.2
0.1 0.2 -0.2
0.2 0.1 0.1